1.
DFT (the ωB97M-V functional and the def2-TZVPD basis) results for a structure of composition C23H42BN4OOsSi4Te.

For the LUMO energy, the calculation gives 2.05 eV. The net charge is -1. The value obtained for the energy relative to the best compared isomer or geometry (same formula, charge and spin) is 0.0000 eV. As for the maximum force: 0.006 Eh/bohr. As for the highest occupied orbital energy: -4.619 eV.

Cartesian coordinates (Å):
Os -1.599 -0.419 -1.067
C -3.190 -1.190 -4.740
C -2.705 -0.178 -3.696
C -3.863 0.111 -2.730
C -1.545 -0.717 -2.869
C -2.136 1.085 -4.345
C -2.390 2.354 -3.830
C -1.785 3.481 -4.370
C -0.917 3.362 -5.443
C -0.653 2.104 -5.966
C -1.251 0.980 -5.418
H -3.575 -2.082 -4.247
H -2.390 -1.515 -5.403
H -3.981 -0.746 -5.348
H -4.331 -0.825 -2.428
H -4.631 0.736 -3.191
H -3.540 0.658 -1.825
H -0.755 -1.205 -3.449
H -3.043 2.482 -2.978
H -1.976 4.448 -3.924
H -0.436 4.239 -5.856
H 0.034 1.994 -6.796
H -1.011 0.008 -5.828
C -1.477 1.329 2.441
Si -0.253 0.099 3.151
C -1.157 -1.368 3.894
C 0.664 0.957 4.564
Si 1.425 -0.574 1.655
Te 0.789 -1.364 -0.647
Si 2.412 -2.507 2.541
C 3.995 -2.884 1.591
C 1.257 -3.977 2.380
C 2.849 -2.307 4.366
Si 3.059 1.099 1.481
C 2.304 2.805 1.306
C 4.140 0.755 -0.017
C 4.160 1.086 3.015
H -2.091 1.734 3.251
H -2.143 0.846 1.723
H -0.979 2.165 1.944
H -1.936 -1.017 4.578
H -0.470 -1.998 4.466
H -1.631 -1.975 3.124
H -0.048 1.230 5.349
H 1.157 1.872 4.230
H 1.420 0.306 5.008
H 3.779 -2.994 0.525
H 4.448 -3.814 1.943
H 4.731 -2.084 1.702
H 1.024 -4.164 1.330
H 0.314 -3.805 2.902
H 1.722 -4.874 2.800
H 3.500 -1.449 4.541
H 3.362 -3.203 4.729
H 1.948 -2.173 4.970
H 1.693 2.894 0.406
H 3.094 3.560 1.244
H 1.669 3.059 2.158
H 3.536 0.762 -0.927
H 4.622 -0.223 0.053
H 4.920 1.516 -0.113
H 3.576 1.231 3.925
H 4.898 1.892 2.956
H 4.703 0.143 3.109
B -0.636 4.231 -0.708
C -0.869 2.686 -0.899
N -1.076 1.555 -1.021
H 0.470 4.495 -1.126
H -1.510 4.796 -1.335
H -0.734 4.442 0.484
O -2.514 -1.638 0.921
N -2.353 -2.056 -0.264
C -2.650 -3.302 -0.594
C -3.188 -4.188 0.385
N -3.628 -4.900 1.173
C -2.410 -3.743 -1.924
N -2.220 -4.128 -2.992


2.
DFT (the ωB97M-V functional and the def2-TZVPD basis) results for a structure of composition C23H42BrCl3GdGeN5O5S in a non-equilibrium geometry.

For the LUMO energy (spin up / spin down), the calculation gives 0.06 / -3.85 eV. Its spin multiplicity is 8. The value obtained for the energy relative to the best compared isomer or geometry (same formula, charge and spin) is 6.4209 eV. As for the maximum force: 0.101 Eh/bohr. As for the highest occupied orbital energy (spin up / spin down): -4.317 / -7.184 eV.

Cartesian coordinates (Å):
Gd 0.090 -0.056 -0.301
N -0.623 2.534 2.924
N 0.196 1.848 3.805
C 0.481 0.546 3.644
N 1.169 -0.044 4.620
N 0.123 -0.011 2.473
N 0.182 -1.365 2.400
O 0.000 -1.750 1.226
O 0.360 -2.127 3.315
H -0.128 3.302 2.490
H -1.470 2.831 3.387
H 0.585 2.324 4.605
H 1.487 0.501 5.401
H 1.466 -0.998 4.519
C -0.685 -3.926 -7.644
C 0.606 -3.588 -6.888
C 1.545 -2.812 -7.820
C 1.296 -4.893 -6.496
C 0.266 -2.733 -5.666
C 0.449 -3.170 -4.363
C 0.131 -2.330 -3.312
Br 0.398 -2.951 -1.566
C -0.371 -1.029 -3.469
O -0.567 -0.251 -2.409
C -0.647 -0.615 -4.792
C -0.286 -1.469 -5.833
C -1.283 0.733 -5.163
C -1.942 1.448 -3.987
C -2.386 0.535 -6.219
C -0.190 1.644 -5.738
H -0.467 -4.540 -8.522
H -1.193 -3.023 -7.985
H -1.379 -4.475 -7.005
H 1.821 -3.428 -8.678
H 2.459 -2.520 -7.299
H 1.077 -1.904 -8.204
H 1.562 -5.451 -7.396
H 0.649 -5.534 -5.893
H 2.214 -4.713 -5.932
H 0.848 -4.150 -4.149
H -0.446 -1.121 -6.843
H -2.691 0.825 -3.492
H -2.437 2.342 -4.376
H -1.221 1.741 -3.230
H -3.130 -0.186 -5.875
H -2.007 0.190 -7.179
H -2.892 1.487 -6.396
H 0.601 1.808 -5.005
H -0.600 2.619 -6.019
H 0.264 1.198 -6.624
Cl 4.264 1.362 2.522
C 3.493 1.274 0.939
Cl 4.620 1.791 -0.310
Cl 2.064 2.384 0.941
C 2.897 -0.146 0.622
O 2.896 -0.975 1.508
O 2.349 -0.177 -0.534
C -3.154 -2.819 1.327
S -3.114 -1.029 1.267
C -4.362 -0.730 0.016
H -4.094 -3.195 1.731
H -2.338 -3.150 1.967
H -2.991 -3.242 0.335
H -4.144 -1.303 -0.886
H -4.323 0.327 -0.242
H -5.366 -0.970 0.364
C -0.130 4.838 0.305
Ge -0.669 3.509 -1.028
C -1.905 4.513 -2.149
C 0.866 3.074 -2.176
C -1.433 1.892 -0.296
H 0.354 5.647 -0.248
H 0.574 4.541 1.083
H -1.017 5.256 0.788
H -1.371 5.367 -2.571
H -2.748 4.887 -1.566
H -2.295 3.912 -2.967
H 1.781 3.548 -1.822
H 0.656 3.425 -3.187
H 1.052 1.995 -2.255
H -2.160 1.520 -1.024
H -1.896 2.027 0.680


3.
DFT (the ωB97M-V functional and the def2-TZVPD basis) results for a structure of composition C23H42Cl2HgN2O6P in a non-equilibrium geometry.

For the LUMO energy, the calculation gives 2.49 eV. The net charge is -1. The value obtained for the energy relative to the best compared isomer or geometry (same formula, charge and spin) is 2.6010 eV. As for the maximum force: 0.070 Eh/bohr. As for the highest occupied orbital energy: -2.552 eV.

Cartesian coordinates (Å):
O 3.426 1.032 -4.134
C 3.246 1.279 -5.311
C 3.312 2.645 -5.945
C 3.591 3.771 -5.145
H 3.761 3.638 -4.070
C 3.643 5.044 -5.730
H 3.857 5.919 -5.103
C 3.421 5.198 -7.114
H 3.460 6.194 -7.571
C 3.147 4.072 -7.917
H 2.972 4.181 -8.996
C 3.095 2.798 -7.330
H 2.885 1.898 -7.925
H 3.031 0.482 -6.068
C -2.134 0.745 -2.093
C -1.975 -0.038 -0.835
H -3.197 0.802 -2.376
H -1.531 0.262 -2.885
H -1.714 1.754 -1.926
C -2.835 -0.823 -0.185
C -4.279 -1.037 -0.569
H -2.533 -1.384 0.718
H -4.530 -0.400 -1.424
H -4.921 -0.787 0.285
H -4.413 -2.094 -0.828
Hg 0.148 0.260 -0.197
Cl -0.160 2.666 0.437
Cl 1.296 -0.008 -2.375
C -1.706 0.462 2.388
O -0.763 -0.309 2.105
N -2.392 0.234 3.512
C -1.987 -0.884 4.360
C -3.501 1.069 3.899
H -2.029 1.291 1.721
H -1.153 -1.436 3.906
H -2.843 -1.552 4.494
H -1.687 -0.491 5.338
H -3.626 1.823 3.112
H -3.263 1.547 4.857
H -4.401 0.449 3.989
H 0.474 -5.491 0.796
H 2.909 -5.290 -0.207
C 0.146 -4.860 -0.035
C 2.471 -4.662 -0.992
N 1.276 -4.044 -0.467
H -0.696 -4.226 0.278
C 1.127 -2.721 -0.442
O 0.064 -2.253 0.025
H 3.156 -3.853 -1.277
H 1.971 -2.099 -0.815
H -0.153 -5.502 -0.866
H 2.195 -5.268 -1.862
C 3.933 3.416 1.101
C 4.024 1.996 0.585
O 2.735 1.341 0.487
P 2.104 0.020 1.249
O 1.857 0.544 2.744
C 2.805 1.087 3.663
C 3.266 -0.103 4.456
O 2.427 -1.519 1.742
C 1.425 -2.139 2.715
C 2.041 -3.320 3.406
H 3.339 4.042 0.420
H 4.960 3.810 1.151
H 3.489 3.468 2.109
H 4.395 1.960 -0.449
H 4.626 1.367 1.253
H 2.242 1.828 4.259
H 3.631 1.579 3.132
H 3.722 -0.853 3.788
H 3.999 0.255 5.172
H 2.416 -0.563 4.977
H 1.189 -1.338 3.414
H 0.494 -2.406 2.197
H 2.982 -3.039 3.904
H 1.326 -3.666 4.175
H 2.204 -4.152 2.699


4.
DFT (the ωB97M-V functional and the def2-TZVPD basis) results for a structure of composition C23H42Cl3N4O3SiY in a non-equilibrium geometry.

For the LUMO energy, the calculation gives 0.23 eV. The value obtained for the energy relative to the best compared isomer or geometry (same formula, charge and spin) is 2.2310 eV. As for the maximum force: 0.071 Eh/bohr. As for the highest occupied orbital energy: -8.170 eV.

Cartesian coordinates (Å):
C -2.925 -1.378 -4.393
C -2.928 -0.500 -3.166
H -3.813 -1.103 -4.953
H -3.024 -2.435 -4.132
H -2.065 -1.248 -5.046
C -4.028 -0.507 -2.400
C -5.321 -0.977 -2.927
H -4.109 0.002 -1.444
H -5.410 -2.072 -2.927
H -5.400 -0.639 -3.972
H -6.146 -0.593 -2.320
Y 1.569 -0.178 1.954
Cl 2.193 1.228 -0.271
Cl 2.974 -2.321 2.086
H 6.515 0.051 3.755
H 7.408 0.689 1.431
C 5.938 -0.712 3.219
C 6.704 -0.053 1.021
N 5.581 -0.167 1.921
H 5.046 -1.016 3.757
C 4.445 0.467 1.736
O 3.584 0.678 2.645
H 6.398 0.246 0.016
H 4.248 0.743 0.686
H 6.599 -1.565 3.027
H 7.205 -1.028 0.992
H -2.063 -2.942 0.573
H -4.361 -0.917 1.013
C -2.180 -2.764 1.652
C -3.894 -0.995 2.002
N -2.485 -1.363 1.969
H -1.260 -3.081 2.149
C -1.625 -0.637 2.741
O -0.507 -1.006 3.120
H -3.958 -0.013 2.483
H -1.974 0.379 2.975
H -3.020 -3.380 2.008
H -4.476 -1.726 2.571
O -1.070 -1.332 -2.263
C -1.588 -0.016 -2.648
C -2.414 0.946 -0.360
C -1.714 1.119 -1.569
H -2.820 -0.027 -0.043
C -2.626 2.003 0.530
H -0.987 0.373 -3.494
C -1.225 2.407 -1.882
H -2.989 1.843 1.556
C -2.306 3.288 0.089
C -1.467 3.470 -1.012
H -0.708 2.574 -2.840
H -2.651 4.132 0.685
H -1.005 4.447 -1.169
Si 0.117 -2.392 -2.344
Cl 0.022 -0.914 0.314
C 0.383 -3.881 -1.027
C 1.939 -1.844 -2.534
C -0.284 -3.183 -3.945
H 0.799 -3.693 -0.009
H 1.117 -4.569 -1.510
H -0.543 -4.476 -0.886
H -1.305 -3.520 -3.887
H 0.416 -4.014 -4.049
H -0.192 -2.527 -4.815
H 1.984 -0.825 -2.928
H 2.287 -2.543 -3.306
H 2.633 -1.892 -1.685
C 0.810 4.841 3.860
N 1.534 4.074 2.833
C 2.557 4.679 1.978
C 1.081 2.878 2.614
N 0.457 1.871 2.558
H 1.241 5.844 3.919
H 0.890 4.326 4.829
H -0.268 4.909 3.626
H 3.397 3.985 1.903
H 2.160 4.846 0.971
H 2.904 5.632 2.389


5.
DFT (the ωB97M-V functional and the def2-TZVPD basis) results for a cluster of 3 separate species, C23H42ClN5O in total in a non-equilibrium geometry.

For the LUMO energy, the calculation gives -0.28 eV. The structure (SMILES) is C[C@H](O)Cc1cc(Cl)c2nc(N)cnc2c1.CCN(CC)CC.CCN(CC)CC. The value obtained for the energy relative to the best compared isomer or geometry (same formula, charge and spin) is 0.0000 eV. As for the maximum force: 0.033 Eh/bohr. As for the highest occupied orbital energy: -8.023 eV.

Cartesian coordinates (Å):
C -5.026 3.881 3.934
C -3.704 3.289 4.491
O -3.438 3.783 5.818
C -2.492 3.665 3.600
C -1.530 2.508 3.319
C -0.144 2.846 3.118
C 0.729 1.847 2.905
Cl 2.426 2.281 2.687
C 0.370 0.469 2.861
N 1.346 -0.471 2.671
C 0.877 -1.692 2.660
N 1.780 -2.781 2.478
C -0.515 -2.008 2.785
N -1.461 -1.130 2.963
C -0.979 0.149 3.020
C -1.896 1.211 3.246
H -4.841 4.524 3.069
H -5.651 3.044 3.588
H -5.588 4.368 4.738
H -3.854 2.210 4.596
H -3.082 3.051 6.332
H -2.782 4.130 2.646
H -1.903 4.428 4.129
H 0.124 3.898 3.148
H 1.868 -3.227 3.388
H 2.666 -2.346 2.227
H -0.802 -3.062 2.751
H -2.941 0.934 3.385
C 6.853 -0.910 -1.362
C 5.377 -1.193 -1.602
N 4.552 -0.997 -0.425
C 3.208 -1.529 -0.563
C 2.284 -0.904 -1.611
C 4.635 0.310 0.206
C 4.292 1.536 -0.646
H 7.234 -1.496 -0.524
H 7.429 -1.177 -2.250
H 7.039 0.146 -1.162
H 5.291 -2.238 -1.912
H 5.034 -0.586 -2.454
H 2.709 -1.487 0.406
H 3.296 -2.598 -0.788
H 1.914 0.071 -1.294
H 1.408 -1.543 -1.754
H 2.769 -0.796 -2.582
H 5.651 0.440 0.593
H 4.007 0.316 1.102
H 4.752 1.499 -1.635
H 4.659 2.438 -0.151
H 3.216 1.656 -0.765
C -2.274 -2.436 -1.183
C -3.097 -2.223 -2.447
N -3.006 -0.873 -2.973
C -3.998 -0.583 -3.995
C -3.929 -1.370 -5.309
C -1.663 -0.390 -3.246
C -0.794 -1.189 -4.225
H -2.535 -1.706 -0.415
H -2.469 -3.432 -0.781
H -1.202 -2.370 -1.377
H -4.142 -2.423 -2.193
H -2.806 -2.979 -3.192
H -3.971 0.486 -4.223
H -4.986 -0.751 -3.554
H -3.110 -1.029 -5.942
H -4.850 -1.218 -5.875
H -3.821 -2.443 -5.145
H -1.127 -0.326 -2.294
H -1.722 0.646 -3.589
H -0.838 -2.264 -4.043
H 0.249 -0.883 -4.114
H -1.071 -1.000 -5.262


6.
DFT (the ωB97M-V functional and the def2-TZVPD basis) results for a cluster of 13 separate species, C23H43Cl29 in total in a non-equilibrium geometry.

For the LUMO energy, the calculation gives 0.08 eV. As for the maximum force: 0.041 Eh/bohr. As for the highest occupied orbital energy: -10.341 eV.

Cartesian coordinates (Å):
Cl 7.938 2.423 -0.962
C 6.707 2.668 0.318
C 5.837 3.926 0.024
Cl 4.968 3.789 -1.495
H 7.143 2.744 1.314
H 6.170 1.724 0.232
H 6.404 4.853 -0.059
H 5.134 4.155 0.826
Cl -5.206 -0.702 -3.643
C -3.872 0.263 -4.185
C -2.993 0.420 -2.930
Cl -1.450 1.385 -3.083
H -4.237 1.258 -4.439
H -3.388 -0.279 -4.997
H -2.809 -0.543 -2.454
H -3.624 0.981 -2.240
Cl 1.065 -2.441 -0.118
C 0.417 -0.825 -0.665
C 1.086 0.303 0.077
Cl -0.086 1.568 0.249
H -0.633 -0.763 -0.379
H 0.613 -0.739 -1.734
H 1.985 0.654 -0.430
H 1.394 0.231 1.120
Cl 0.596 -8.117 2.632
C 1.826 -6.987 2.115
C 1.361 -5.537 1.920
Cl 0.760 -4.794 3.443
H 2.277 -7.435 1.229
H 2.504 -6.988 2.968
H 0.508 -5.661 1.252
H 2.211 -4.971 1.537
Cl -5.472 5.086 3.161
C -3.840 5.099 3.777
C -3.053 4.121 2.910
Cl -1.461 3.887 3.556
H -3.975 4.770 4.808
H -3.390 6.089 3.712
H -2.908 4.477 1.890
H -3.515 3.135 2.858
Cl 2.304 5.857 -1.938
C 1.350 4.828 -0.800
C 0.830 5.473 0.486
Cl 2.224 5.943 1.565
H 2.122 4.092 -0.577
H 0.542 4.314 -1.321
H 0.165 4.855 1.090
H 0.314 6.423 0.348
Cl -3.116 -2.120 1.173
C -3.424 -0.989 2.548
C -2.970 0.426 2.109
Cl -4.212 1.184 1.008
H -2.815 -1.438 3.332
H -4.504 -1.051 2.688
H -1.974 0.445 1.668
H -2.929 1.073 2.986
Cl -3.441 -3.670 -2.549
C -4.941 -3.784 -1.531
C -5.662 -5.199 -1.764
Cl -4.598 -6.610 -1.438
H -5.549 -2.910 -1.765
H -4.585 -3.645 -0.510
H -6.129 -5.311 -2.743
H -6.573 -5.379 -1.193
Cl -0.632 -1.965 -4.616
C -0.534 -3.730 -4.795
C 0.290 -4.140 -3.635
Cl 0.538 -5.839 -3.618
H -0.053 -4.058 -5.717
H -1.541 -4.139 -4.716
H -0.244 -3.895 -2.716
H 1.292 -3.715 -3.690
Cl 2.993 2.888 2.738
C 1.940 2.942 4.143
C 1.104 1.676 4.258
Cl 0.313 1.569 5.871
H 1.194 3.733 4.061
H 2.533 3.073 5.048
H 1.771 0.815 4.199
H 0.357 1.559 3.473
C -2.308 5.159 -2.738
Cl -1.247 6.436 -3.138
Cl -3.956 5.296 -3.475
Cl -2.375 5.024 -0.939
H -1.875 4.297 -3.244
C 4.856 -1.345 1.545
Cl 3.626 -0.891 2.766
Cl 6.492 -0.873 2.240
Cl 4.619 -0.496 0.005
H 4.789 -2.416 1.352
C 4.070 -4.559 -2.411
Cl 4.977 -5.266 -3.818
Cl 4.958 -3.370 -1.394
Cl 3.473 -5.733 -1.261
H 3.160 -4.070 -2.759